1.
The following is a quantum chemistry calculation of a cluster of 3 separate species, C23H52ClN2O6P in total in a non-equilibrium geometry, from the OMol25 dataset.

ORCA input file:
```
! wB97M-V def2-TZVPD RIJCOSX def2/J DEFGRID3
* xyz 0 1
C 3.322 -3.068 -0.671
C 2.852 -4.359 -1.370
C 1.657 -4.140 -2.301
C 0.845 -5.433 -2.342
C 2.146 -3.814 -3.748
O 2.190 -5.006 -4.537
C 3.299 -5.153 -5.308
O 3.185 -5.331 -6.446
C 4.677 -5.158 -4.694
C 5.363 -3.766 -4.643
C 6.628 -3.699 -5.464
Cl 7.124 -1.965 -5.565
P 0.979 -2.508 -4.449
C 1.956 -0.933 -4.366
C 0.945 -2.872 -6.273
H 2.940 -2.195 -1.194
H 2.996 -3.066 0.356
H 4.400 -2.977 -0.702
H 2.522 -5.052 -0.604
H 3.672 -4.843 -1.894
H 1.065 -3.288 -1.981
H 0.388 -5.567 -1.363
H 0.049 -5.396 -3.074
H 1.482 -6.290 -2.493
H 3.118 -3.334 -3.624
H 5.274 -5.789 -5.338
H 4.681 -5.639 -3.722
H 5.529 -3.501 -3.608
H 4.677 -3.027 -5.039
H 7.428 -4.230 -4.968
H 6.465 -4.018 -6.481
H 2.916 -1.090 -4.852
H 2.083 -0.614 -3.342
H 1.393 -0.168 -4.889
H 0.402 -3.797 -6.407
H 0.488 -2.049 -6.800
H 1.967 -3.014 -6.608
C -0.799 4.036 1.457
O -1.516 2.817 1.528
C -2.737 2.822 0.793
C -2.648 1.927 -0.428
N -1.758 2.488 -1.438
C -1.406 1.566 -2.517
C -0.662 0.279 -2.166
O 0.667 0.476 -1.708
C 0.798 0.800 -0.335
H -0.002 3.994 2.200
H -0.337 4.178 0.474
H -1.442 4.890 1.684
H -3.039 3.837 0.523
H -3.503 2.413 1.458
H -3.647 1.814 -0.859
H -2.310 0.940 -0.086
H -0.904 2.792 -0.989
H -0.776 2.127 -3.213
H -2.319 1.304 -3.061
H -0.571 -0.299 -3.090
H -1.220 -0.356 -1.468
H 0.032 0.318 0.276
H 0.770 1.882 -0.183
H 1.776 0.451 -0.002
C -1.732 2.104 4.867
O -1.542 2.905 6.021
C -1.534 4.303 5.761
C -2.777 4.974 6.311
N -3.966 4.594 5.555
C -5.232 4.974 6.179
C -5.572 4.394 7.551
O -5.827 3.001 7.555
C -4.680 2.172 7.611
H -1.526 1.070 5.143
H -2.765 2.161 4.507
H -1.052 2.394 4.063
H -1.409 4.512 4.694
H -0.665 4.714 6.283
H -2.652 6.060 6.253
H -2.857 4.696 7.369
H -3.963 3.591 5.425
H -6.024 4.668 5.490
H -5.274 6.066 6.240
H -6.507 4.861 7.870
H -4.827 4.652 8.313
H -3.874 2.623 8.194
H -4.323 1.927 6.607
H -4.969 1.236 8.089
*
```

Summary:
HOMO: -0.2998 hartree
structure (SMILES): CC[C@H](C)[C@@H](OC(=O)CCCCl)P(C)C.COCCNCCOC.COCCNCCOC
calculated total energy: -61767.5521 eV
strongest force on any atom: 0.0834 hartree/bohr
gap between HOMO and LUMO: 8.85 eV



2.
The following is a quantum chemistry calculation of a cluster of 6 separate species, C23H52ClNO12 in total in a non-equilibrium geometry, from the OMol25 dataset.

ORCA input file:
```
! wB97M-V def2-TZVPD RIJCOSX def2/J DEFGRID3
* xyz 0 1
C 8.350 4.865 -1.744
C 7.116 5.352 -1.704
N 5.669 5.762 -1.833
Cl 5.649 6.614 -3.376
C 4.931 4.485 -2.136
O 3.805 4.160 -1.655
O 5.594 3.568 -3.048
H 9.324 4.420 -2.195
H 6.000 2.887 -2.452
C 2.572 -1.093 -2.148
O 1.382 -1.167 -1.373
C 1.641 -1.448 0.004
C 1.672 -0.172 0.849
O 2.735 0.697 0.460
C 2.312 1.708 -0.449
H 2.347 -0.541 -3.062
H 3.381 -0.577 -1.624
H 2.900 -2.102 -2.415
H 2.570 -2.016 0.112
H 0.821 -2.079 0.361
H 1.854 -0.453 1.890
H 0.711 0.354 0.808
H 1.855 2.533 0.108
H 1.601 1.336 -1.189
H 3.192 2.083 -0.973
C -0.474 -3.066 2.707
O 0.945 -2.971 2.717
C 1.465 -2.676 4.014
C 1.912 -3.941 4.750
O 0.820 -4.824 5.000
C 0.701 -5.843 4.012
H -0.770 -3.627 1.818
H -0.866 -3.582 3.587
H -0.909 -2.063 2.653
H 0.732 -2.115 4.603
H 2.339 -2.033 3.869
H 2.316 -3.649 5.724
H 2.707 -4.459 4.201
H 1.397 -6.656 4.241
H 0.896 -5.475 3.004
H -0.319 -6.232 4.048
C -2.891 6.123 -0.320
O -1.876 6.916 0.284
C -1.307 6.293 1.436
C -0.012 5.549 1.101
O -0.238 4.472 0.194
C 0.012 4.834 -1.160
H -3.020 6.464 -1.349
H -2.637 5.060 -0.338
H -3.833 6.260 0.219
H -2.034 5.627 1.911
H -1.073 7.092 2.148
H 0.383 5.112 2.023
H 0.747 6.233 0.705
H 1.086 4.766 -1.363
H -0.337 5.840 -1.397
H -0.513 4.125 -1.804
C -5.844 -6.700 2.772
O -5.800 -7.651 3.830
C -4.877 -8.709 3.577
C -3.523 -8.456 4.244
O -2.881 -7.295 3.717
C -3.111 -6.135 4.508
H -6.268 -5.774 3.166
H -4.854 -6.481 2.364
H -6.490 -7.072 1.971
H -4.763 -8.871 2.500
H -5.309 -9.619 4.007
H -2.869 -9.306 4.030
H -3.625 -8.379 5.332
H -2.415 -6.125 5.353
H -4.134 -6.080 4.884
H -2.923 -5.257 3.886
C -0.978 2.321 -4.221
O -1.575 3.551 -4.614
C -0.642 4.438 -5.235
C -0.699 4.347 -6.762
O -0.321 3.053 -7.231
C -1.441 2.209 -7.472
H -1.772 1.582 -4.097
H -0.268 1.943 -4.961
H -0.465 2.451 -3.263
H 0.371 4.251 -4.865
H -0.922 5.455 -4.938
H 0.021 5.059 -7.176
H -1.691 4.618 -7.138
H -1.862 2.433 -8.458
H -2.219 2.319 -6.716
H -1.093 1.174 -7.465
*
```

Summary:
HOMO: -0.3251 hartree
structure (SMILES): C#CN(Cl)C(=O)O.COCCOC.COCCOC.COCCOC.COCCOC.COCCOC
calculated total energy: -63264.3598 eV
strongest force on any atom: 0.1471 hartree/bohr
gap between HOMO and LUMO: 8.05 eV



3.
The following is a quantum chemistry calculation of a cluster of 4 separate species, C23H52N2O12S in total in a non-equilibrium geometry, from the OMol25 dataset.

ORCA input file:
```
! wB97M-V def2-TZVPD RIJCOSX def2/J DEFGRID3
* xyz 0 1
C -6.264 0.209 2.075
O -6.561 1.166 0.999
C -5.895 0.809 -0.268
S -4.001 0.948 -0.106
C -6.388 -0.617 -0.922
O -5.316 -1.593 -1.161
C -5.380 -2.742 -0.247
N -4.027 -2.850 0.488
O -5.497 -3.983 -1.075
C -6.965 -4.294 -1.116
N -8.275 -4.387 -1.040
H -6.911 0.538 3.022
H -5.147 0.214 2.443
H -6.628 -0.904 1.842
H -6.187 1.668 -1.044
H -3.368 0.141 -1.080
H -6.850 -0.360 -1.993
H -7.283 -1.001 -0.274
H -6.185 -2.668 0.598
H -4.281 -3.052 1.501
H -3.620 -1.869 0.545
C 0.834 -0.003 -5.513
O 0.483 1.183 -4.818
C -0.844 1.148 -4.294
C -0.894 1.756 -2.886
O -0.292 0.942 -1.867
C 1.131 0.808 -1.911
C 1.901 2.096 -1.604
O 1.815 3.017 -2.692
C 1.718 4.365 -2.279
H 0.335 -0.032 -6.485
H 1.916 0.001 -5.668
H 0.582 -0.895 -4.929
H -1.239 0.128 -4.265
H -1.471 1.746 -4.966
H -1.949 1.844 -2.602
H -0.492 2.768 -2.863
H 1.453 0.360 -2.852
H 1.378 0.082 -1.129
H 2.959 1.866 -1.453
H 1.504 2.539 -0.680
H 0.957 4.487 -1.501
H 1.414 4.963 -3.142
H 2.688 4.720 -1.921
C 6.239 1.147 -1.495
O 5.863 -0.219 -1.586
C 4.687 -0.421 -2.371
C 4.832 -1.659 -3.264
O 5.739 -1.493 -4.365
C 7.129 -1.393 -4.041
C 7.746 -2.677 -3.479
O 7.308 -2.914 -2.140
C 7.097 -4.281 -1.852
H 5.564 1.679 -0.820
H 7.255 1.194 -1.095
H 6.244 1.623 -2.482
H 4.462 0.452 -2.990
H 3.857 -0.577 -1.671
H 3.854 -1.852 -3.721
H 5.076 -2.552 -2.690
H 7.319 -0.537 -3.392
H 7.632 -1.173 -4.988
H 8.834 -2.584 -3.455
H 7.480 -3.518 -4.134
H 6.498 -4.762 -2.632
H 6.541 -4.348 -0.913
H 8.056 -4.794 -1.738
C -1.885 -1.004 3.422
O -2.144 -0.577 4.751
C -1.163 -1.032 5.683
C -0.811 0.070 6.690
O -0.034 1.146 6.143
C -0.697 2.011 5.217
C -1.805 2.871 5.832
O -2.957 2.084 6.136
C -3.605 2.475 7.329
H -2.119 -2.067 3.316
H -2.526 -0.428 2.749
H -0.844 -0.813 3.141
H -0.253 -1.368 5.177
H -1.600 -1.883 6.219
H -0.179 -0.380 7.464
H -1.692 0.450 7.205
H -1.053 1.456 4.348
H 0.079 2.689 4.846
H -2.114 3.640 5.119
H -1.417 3.365 6.732
H -2.888 2.592 8.149
H -4.308 1.686 7.609
H -4.157 3.405 7.170
*
```

Summary:
HOMO: -0.3351 hartree
relative energy (zero: lowest compared OMol25 entry of this formula, charge and spin): 4.226 eV
structure (SMILES): CO[C@@H](S)CO[C@H](N)OC#N.COCCOCCOC.COCCOCCOC.COCCOCCOC
calculated total energy: -63067.7012 eV
strongest force on any atom: 0.2347 hartree/bohr
gap between HOMO and LUMO: 9.30 eV



4.
The following is a quantum chemistry calculation of a structure of composition C23H52NO5P2SSiZr in a non-equilibrium geometry, from the OMol25 dataset.

ORCA input file:
```
! wB97M-V def2-TZVPD RIJCOSX def2/J DEFGRID3
* xyz 1 1
C -0.781 -5.481 -2.566
C -0.822 -4.252 -1.869
N 0.333 -3.483 -1.811
C 1.461 -3.888 -2.430
C 1.514 -5.100 -3.107
C 0.381 -5.907 -3.182
C -2.023 -3.865 -1.180
P -2.182 -2.300 -0.366
Zr 0.281 -1.516 -0.523
P 2.781 -1.837 -1.038
C 2.733 -3.037 -2.425
O -0.894 -5.483 1.208
O 1.694 -4.818 1.142
H -1.691 -6.074 -2.582
H 2.465 -5.385 -3.547
H 0.418 -6.856 -3.715
C -3.224 -1.188 -1.351
C -2.889 -2.471 1.296
H 3.610 -3.699 -2.325
H 2.812 -2.479 -3.378
H -1.465 -5.097 0.507
H -2.869 -4.560 -1.267
C 3.590 -0.360 -1.698
C 3.916 -2.566 0.163
H 0.370 -2.487 1.157
H 1.989 -4.873 2.065
H 0.746 -5.134 1.154
H -1.158 -6.418 1.246
H 0.040 -0.684 -2.075
H 0.853 -2.929 0.625
H -4.261 -1.547 -1.375
H -3.164 -0.180 -0.918
H -2.824 -1.152 -2.374
H -3.954 -2.737 1.259
H -2.342 -3.241 1.861
H -2.764 -1.509 1.815
H 4.919 -2.681 -0.272
H 3.952 -1.886 1.025
H 3.515 -3.532 0.499
H 4.604 -0.605 -2.039
H 2.997 0.050 -2.526
H 3.627 0.390 -0.896
C 0.161 4.581 -2.154
C 0.646 3.210 -1.692
C 0.588 2.211 -2.841
C 2.072 3.315 -1.166
O -0.280 2.778 -0.647
Si -0.281 1.919 0.754
S 1.080 0.364 0.921
O 0.050 2.953 1.976
C 1.030 3.440 2.937
C 2.368 2.732 2.782
C 1.210 4.928 2.665
C 0.477 3.193 4.337
O -1.849 1.370 0.906
C -3.061 2.169 1.153
C -4.041 1.250 1.880
C -2.752 3.384 2.013
C -3.614 2.685 -0.170
H 0.784 4.927 -2.992
H 0.238 5.315 -1.340
H -0.883 4.541 -2.491
H 1.223 2.560 -3.671
H 0.942 1.220 -2.524
H -0.438 2.098 -3.215
H 2.145 4.074 -0.377
H 2.428 2.351 -0.776
H 2.732 3.625 -1.992
H 2.776 2.869 1.772
H 3.087 3.170 3.494
H 2.287 1.656 2.982
H 0.255 5.463 2.749
H 1.917 5.349 3.394
H 1.609 5.095 1.654
H -0.477 3.716 4.483
H 0.320 2.120 4.512
H 1.193 3.565 5.085
H -3.620 0.904 2.835
H -4.964 1.805 2.095
H -4.309 0.367 1.285
H -2.079 4.077 1.493
H -3.689 3.923 2.225
H -2.305 3.092 2.968
H -2.897 3.379 -0.629
H -3.824 1.884 -0.887
H -4.551 3.226 0.031
*
```

Summary:
HOMO: -0.3624 hartree
relative energy (zero: lowest compared OMol25 entry of this formula, charge and spin): 0.000 eV
calculated total energy: -74992.1222 eV
strongest force on any atom: 0.0915 hartree/bohr
gap between HOMO and LUMO: 5.37 eV



Question: Look up the HOMO of the fourth one.
Answer: -0.3624 hartree



Please write out number 2 again, unchanged.
The following is a quantum chemistry calculation of a cluster of 6 separate species, C23H52ClNO12 in total in a non-equilibrium geometry, from the OMol25 dataset.

ORCA input file:
```
! wB97M-V def2-TZVPD RIJCOSX def2/J DEFGRID3
* xyz 0 1
C 8.350 4.865 -1.744
C 7.116 5.352 -1.704
N 5.669 5.762 -1.833
Cl 5.649 6.614 -3.376
C 4.931 4.485 -2.136
O 3.805 4.160 -1.655
O 5.594 3.568 -3.048
H 9.324 4.420 -2.195
H 6.000 2.887 -2.452
C 2.572 -1.093 -2.148
O 1.382 -1.167 -1.373
C 1.641 -1.448 0.004
C 1.672 -0.172 0.849
O 2.735 0.697 0.460
C 2.312 1.708 -0.449
H 2.347 -0.541 -3.062
H 3.381 -0.577 -1.624
H 2.900 -2.102 -2.415
H 2.570 -2.016 0.112
H 0.821 -2.079 0.361
H 1.854 -0.453 1.890
H 0.711 0.354 0.808
H 1.855 2.533 0.108
H 1.601 1.336 -1.189
H 3.192 2.083 -0.973
C -0.474 -3.066 2.707
O 0.945 -2.971 2.717
C 1.465 -2.676 4.014
C 1.912 -3.941 4.750
O 0.820 -4.824 5.000
C 0.701 -5.843 4.012
H -0.770 -3.627 1.818
H -0.866 -3.582 3.587
H -0.909 -2.063 2.653
H 0.732 -2.115 4.603
H 2.339 -2.033 3.869
H 2.316 -3.649 5.724
H 2.707 -4.459 4.201
H 1.397 -6.656 4.241
H 0.896 -5.475 3.004
H -0.319 -6.232 4.048
C -2.891 6.123 -0.320
O -1.876 6.916 0.284
C -1.307 6.293 1.436
C -0.012 5.549 1.101
O -0.238 4.472 0.194
C 0.012 4.834 -1.160
H -3.020 6.464 -1.349
H -2.637 5.060 -0.338
H -3.833 6.260 0.219
H -2.034 5.627 1.911
H -1.073 7.092 2.148
H 0.383 5.112 2.023
H 0.747 6.233 0.705
H 1.086 4.766 -1.363
H -0.337 5.840 -1.397
H -0.513 4.125 -1.804
C -5.844 -6.700 2.772
O -5.800 -7.651 3.830
C -4.877 -8.709 3.577
C -3.523 -8.456 4.244
O -2.881 -7.295 3.717
C -3.111 -6.135 4.508
H -6.268 -5.774 3.166
H -4.854 -6.481 2.364
H -6.490 -7.072 1.971
H -4.763 -8.871 2.500
H -5.309 -9.619 4.007
H -2.869 -9.306 4.030
H -3.625 -8.379 5.332
H -2.415 -6.125 5.353
H -4.134 -6.080 4.884
H -2.923 -5.257 3.886
C -0.978 2.321 -4.221
O -1.575 3.551 -4.614
C -0.642 4.438 -5.235
C -0.699 4.347 -6.762
O -0.321 3.053 -7.231
C -1.441 2.209 -7.472
H -1.772 1.582 -4.097
H -0.268 1.943 -4.961
H -0.465 2.451 -3.263
H 0.371 4.251 -4.865
H -0.922 5.455 -4.938
H 0.021 5.059 -7.176
H -1.691 4.618 -7.138
H -1.862 2.433 -8.458
H -2.219 2.319 -6.716
H -1.093 1.174 -7.465
*
```

Summary:
HOMO: -0.3251 hartree
structure (SMILES): C#CN(Cl)C(=O)O.COCCOC.COCCOC.COCCOC.COCCOC.COCCOC
calculated total energy: -63264.3598 eV
strongest force on any atom: 0.1471 hartree/bohr
gap between HOMO and LUMO: 8.05 eV



Question: The lowest strongest force on any atom belongs to which entry?
Answer: C23H52ClN2O6P